228
Properties=species:S:1:pos:R:3 method="wB97M-V/def2-TZVPD" e_tot_ev=-171388.3331 de_lowest_kj_mol=0.0 fmax_ev_per_a=4.50
F 17.5158 21.2241 19.9944
C 18.1857 21.5032 18.8354
C 18.6952 20.4304 18.0984
C 19.2088 20.6706 16.8425
C 19.3439 21.9838 16.3756
C 18.9620 23.0699 17.2181
C 18.3500 22.8134 18.4345
H 18.5914 19.3971 18.4441
H 19.6520 19.9024 16.2585
H 19.7443 22.1942 15.3920
H 19.1323 24.0777 16.9052
H 18.1125 23.5670 19.1515
F 9.7987 13.7488 23.4578
C 10.8222 14.6184 23.6441
C 12.1086 14.1507 23.6683
C 13.1366 15.1306 23.9103
C 12.8042 16.4519 24.1089
C 11.5142 16.8896 24.0331
C 10.4841 15.9693 23.8062
H 12.4468 13.1524 23.4012
H 14.1121 14.6791 23.8971
H 13.5729 17.1555 24.3152
H 11.2509 17.9101 24.0243
H 9.4390 16.1696 23.8955
F 20.0186 17.0013 18.0658
C 20.1027 15.7633 18.5924
C 20.7121 15.6149 19.8175
C 20.7649 14.3577 20.3907
C 20.3190 13.2701 19.7062
C 19.7750 13.4432 18.4544
C 19.7705 14.6385 17.8460
H 21.0807 16.4384 20.3779
H 21.2259 14.3366 21.3940
H 20.4602 12.2229 20.0832
H 19.3641 12.6220 17.9199
H 19.5147 14.9793 16.8032
F 19.9027 17.5167 14.7782
C 18.7037 17.1717 14.2726
C 17.5897 17.2429 15.1326
C 16.3450 16.9006 14.5819
C 16.2649 16.4433 13.2954
C 17.3766 16.4252 12.4660
C 18.6402 16.7136 12.9659
H 17.6930 17.5407 16.1542
H 15.5017 17.0339 15.2460
H 15.3306 16.1273 12.9357
H 17.2290 16.1228 11.4228
H 19.4542 16.6645 12.2968
F 9.2902 15.5582 20.0574
C 9.5437 16.7243 20.6694
C 10.8118 17.3645 20.5154
C 11.0185 18.5904 21.0763
C 9.9786 19.2589 21.7971
C 8.7649 18.6436 21.9483
C 8.5397 17.3772 21.3245
H 11.5984 16.9322 19.9224
H 12.0282 18.9820 21.0130
H 10.1465 20.2707 22.1467
H 7.9647 19.1668 22.4754
H 7.5402 16.9235 21.4179
F 17.2761 16.3317 25.6745
C 17.4682 15.8506 24.4341
C 17.3364 14.4868 24.3260
C 17.4401 13.8794 23.0693
C 17.8498 14.6470 22.0116
C 17.9581 16.0062 22.1753
C 17.7285 16.6507 23.3821
H 17.1536 13.8797 25.2070
H 17.1925 12.8211 23.0898
H 18.0369 14.2253 21.0407
H 18.2751 16.6192 21.3457
H 17.7416 17.7404 23.4461
F 16.9064 23.3684 14.9572
C 17.3461 22.6761 13.9068
C 17.8408 23.4360 12.8187
C 18.2454 22.7710 11.6678
C 18.2490 21.4034 11.5916
C 17.9639 20.6649 12.7008
C 17.4013 21.3051 13.8980
H 17.8664 24.4945 12.9223
H 18.4707 23.3568 10.7846
H 18.6067 20.8729 10.7060
H 17.9823 19.5496 12.8181
H 17.0439 20.7634 14.7416
F 14.2782 19.2794 14.6565
C 13.3102 19.6343 13.7507
C 12.0106 19.3118 14.0192
C 11.0373 19.8159 13.1375
C 11.3906 20.6116 12.0588
C 12.7105 20.9611 11.8471
C 13.6897 20.4558 12.6707
H 11.7693 18.6734 14.8209
H 10.0290 19.6005 13.4462
H 10.6728 20.9315 11.3308
H 12.9317 21.6454 11.0433
H 14.7496 20.6751 12.4585
F 16.9893 20.0308 29.3186
C 15.6470 19.8153 29.3092
C 15.1553 18.8922 28.3629
C 13.8235 18.6303 28.3596
C 12.9076 19.3162 29.1594
C 13.4085 20.3242 29.9882
C 14.7917 20.6070 30.0597
H 15.7959 18.4481 27.6197
H 13.4696 17.9166 27.6329
H 11.8778 19.0842 29.0747
H 12.7256 20.9162 30.5569
H 15.1525 21.4085 30.7218
F 14.3756 19.7070 24.1716
C 13.2624 20.4960 23.9747
C 12.2650 20.4863 24.9070
C 11.2496 21.3920 24.7486
C 11.3373 22.4002 23.7554
C 12.3799 22.3937 22.8465
C 13.3541 21.4240 22.9616
H 12.2134 19.7941 25.7387
H 10.4030 21.3747 25.4057
H 10.6140 23.1769 23.7633
H 12.4621 23.0668 22.0082
H 14.2126 21.3586 22.3462
F 18.8044 9.1756 15.0748
C 18.5399 10.4453 14.7840
C 19.5661 11.3682 14.9053
C 19.3219 12.7184 14.7698
C 17.9932 13.1398 14.5572
C 16.9858 12.2287 14.3778
C 17.2615 10.8513 14.4762
H 20.5563 11.0439 15.0508
H 20.0705 13.4548 14.9635
H 17.8487 14.2261 14.4495
H 16.0261 12.5336 14.0734
H 16.4971 10.1136 14.3496
F 13.2611 15.1310 14.1240
C 13.1508 14.9424 15.4856
C 12.1334 15.5587 16.1596
C 12.0372 15.3687 17.5915
C 12.8649 14.4716 18.2874
C 13.8199 13.8336 17.5221
C 14.0084 14.0930 16.1807
H 11.4839 16.2343 15.6043
H 11.2001 15.9104 18.0699
H 12.7596 14.3666 19.3651
H 14.4389 13.0935 18.0184
H 14.7393 13.5266 15.5976
F 16.1225 26.1566 26.5022
C 15.5967 24.9050 26.4870
C 14.7795 24.4416 27.4481
C 14.2654 23.1057 27.3826
C 14.6569 22.3084 26.3445
C 15.4591 22.8116 25.3623
C 15.9114 24.1081 25.4278
H 14.4587 25.0974 28.2506
H 13.6650 22.7637 28.2253
H 14.3592 21.2774 26.2704
H 15.7223 22.1771 24.5285
H 16.6782 24.3818 24.7117
F 14.9278 8.8929 18.9994
C 15.5021 10.1296 19.0232
C 16.2152 10.6063 17.9233
C 16.7750 11.8796 17.9546
C 16.5960 12.7141 19.0402
C 15.9681 12.1809 20.1637
C 15.3624 10.9333 20.1650
H 16.2249 10.0232 17.0108
H 17.2487 12.2654 17.0675
H 16.9625 13.7138 19.0656
H 15.7830 12.8206 21.0490
H 14.8075 10.5909 21.0390
F 13.9462 22.4762 16.1428
C 12.9444 21.8912 16.8336
C 13.0991 20.6266 17.3688
C 12.0629 20.1136 18.0815
C 10.9663 20.8971 18.4978
C 10.8234 22.1546 17.9496
C 11.8422 22.6526 17.1053
H 14.0113 20.0435 17.1216
H 12.0623 19.0888 18.5160
H 10.1764 20.5357 19.1820
H 9.8804 22.6964 18.1468
H 11.7809 23.7064 16.8144
F 20.3608 22.9044 24.2697
C 19.4493 21.9139 24.2802
C 18.8533 21.5584 25.4953
C 17.8353 20.6137 25.5478
C 17.3790 20.0465 24.3724
C 18.0686 20.3792 23.2168
C 19.0835 21.3088 23.0995
H 19.2148 21.9872 26.4002
H 17.3348 20.5082 26.5055
H 16.6008 19.3598 24.3139
H 17.6920 19.9289 22.3111
H 19.6296 21.5073 22.2041
F 12.0097 10.2360 17.2939
C 11.5459 11.0489 18.2632
C 11.9215 10.8598 19.5838
C 11.3645 11.6890 20.5605
C 10.4973 12.7480 20.1917
C 10.2442 12.9651 18.8663
C 10.6854 12.0524 17.9082
H 12.5999 10.0462 19.8269
H 11.5227 11.3331 21.6053
H 10.0716 13.3463 20.9497
H 9.7489 13.9033 18.5776
H 10.3727 12.0741 16.8747
F 16.0990 15.6890 17.8580
C 15.6622 16.6694 18.7056
C 15.0472 16.3356 19.8843
C 14.6743 17.3917 20.7197
C 14.9356 18.7262 20.4509
C 15.4927 18.9963 19.2001
C 15.7391 17.9874 18.2813
H 14.8694 15.2911 20.1164
H 14.3314 16.9957 21.6183
H 14.7940 19.4705 21.2128
H 15.6613 20.0294 18.9289
H 16.1376 18.1705 17.3193
F 14.9905 23.4729 21.5116
C 15.3642 24.1281 20.4075
C 16.2950 25.1407 20.5636
C 16.5289 25.8502 19.3429
C 16.0116 25.4873 18.1201
C 15.0816 24.4385 18.0312
C 14.7604 23.7812 19.2125
H 16.5541 25.4625 21.5745
H 17.1143 26.7216 19.4963
H 16.2821 26.0591 17.2367
H 14.5150 24.1886 17.1885
H 13.9487 23.0489 19.2724

---

25
Properties=species:S:1:pos:R:3 method="wB97M-V/def2-TZVPD" e_tot_ev=-97528.9272 de_lowest_kj_mol=0.0 charge=-1 fmax_ev_per_a=2.69
C 0.5060 1.5955 -0.5132
C -0.7305 1.4031 -1.2520
C -0.3697 0.6266 -2.4473
H -1.6015 2.0526 -1.1509
C 0.9988 0.3511 -2.3918
C 1.5460 0.9790 -1.2253
H 2.6174 0.9605 -0.9751
H 0.5534 2.0882 0.4522
H -1.0312 0.3616 -3.2730
H 1.5692 -0.1937 -3.1303
Al -1.7494 -0.1112 -0.1200
Cl -2.1607 1.0396 1.6765
C -3.3295 -1.4029 -0.2855
C -2.8094 -1.9504 -1.5064
C -2.9551 -0.9711 -2.5280
H -2.5403 -2.9913 -1.6801
C -3.5094 0.2097 -1.9549
C -3.7750 -0.0453 -0.5764
H -4.3485 0.6038 0.0857
H -3.5612 -1.9653 0.6191
H -2.8171 -1.1442 -3.5983
H -3.8399 1.0904 -2.5123
Se 2.0024 -0.6192 2.1285
C 0.5500 -1.0996 1.2738
N -0.4222 -1.3618 0.6200

---

32
Properties=species:S:1:pos:R:3 method="wB97M-V/def2-TZVPD" e_tot_ev=-347289.3513 s_squared=0.966 de_lowest_kj_mol=118.1 charge=-2 fmax_ev_per_a=0.92 multiplicity=2
V 0.4034 0.6991 0.2065
Br -2.5525 -1.3742 6.1311
C -2.1466 -0.4061 4.5439
C -2.5640 0.9011 4.4006
Br -3.5525 1.7725 5.7661
C -2.2256 1.5960 3.2194
Br -2.7321 3.4007 2.9415
C -1.4770 0.9987 2.2153
O -1.1150 1.6268 1.1305
C -1.0800 -0.4037 2.3155
O -0.4396 -0.8923 1.3196
C -1.4161 -1.0336 3.5171
Br -0.8819 -2.8596 3.6442
C 1.6453 4.0531 -4.4155
O 0.9080 2.9636 -3.8939
C 1.0398 2.6582 -2.5713
S 2.0392 3.5555 -1.5788
S 0.0976 1.3106 -2.1478
H 1.3548 4.1186 -5.4640
H 2.7190 3.8811 -4.3260
H 1.4069 4.9789 -3.8905
C 3.3151 1.2311 2.8033
C 3.1114 1.2701 1.2893
C 4.4115 0.9905 0.5411
O 2.1447 0.3380 0.9319
H 4.0148 2.0014 3.1492
H 3.6954 0.2496 3.1038
H 2.3550 1.3832 3.2994
H 2.7948 2.2896 1.0192
H 4.7722 -0.0127 0.7899
H 5.1934 1.7172 0.7924
H 4.2269 1.0390 -0.5341

---

24
Properties=species:S:1:pos:R:3 method="wB97M-V/def2-TZVPD" e_tot_ev=-102430.9285 s_squared=15.761 de_lowest_kj_mol=108.6 charge=-2 fmax_ev_per_a=1.98 multiplicity=8
C -1.9696 -0.8091 1.0685
C -1.9226 -1.3264 2.4075
C -2.1008 -0.2448 3.3068
H -1.8350 -2.3686 2.6605
C -2.2740 0.9451 2.5507
C -2.2088 0.6015 1.1620
H -2.3258 1.2751 0.3277
H -1.7878 -1.3666 0.1535
H -2.1567 -0.3177 4.3952
H -2.4987 1.9301 2.9423
Eu 0.4986 0.0734 1.8630
Br 1.4870 -1.5440 -0.0228
C 2.7451 0.7032 -2.7769
C 1.6393 1.4988 -3.2094
C 0.6445 0.6193 -3.7370
H 1.5782 2.5806 -3.1718
C 1.1386 -0.7176 -3.6308
C 2.4381 -0.6629 -3.0450
H 3.0774 -1.5127 -2.8354
H 3.6609 1.0698 -2.3264
H -0.3055 0.9138 -4.1696
H 0.6186 -1.6183 -3.9390
N 0.9417 0.0629 5.5964
C 0.9174 0.2153 4.4297

---

24
Properties=species:S:1:pos:R:3 method="wB97M-V/def2-TZVPD" e_tot_ev=-85704.7508 de_lowest_kj_mol=198.1 charge=-1 fmax_ev_per_a=5.33
C -1.2227 -2.9905 0.2918
C -1.0020 -2.1664 1.4142
C -1.3401 -2.3535 -0.9878
C -0.7534 -0.8370 1.2295
C -1.0675 -1.0296 -1.1095
C -0.7104 -0.2161 0.0113
C -0.6113 3.3334 -1.1413
C -0.2427 2.0542 -1.2027
C 2.2970 -0.0197 1.3255
C -0.4028 1.1347 -0.0780
C 1.9315 0.9487 0.1397
O 2.1071 0.4647 2.4757
O 2.8739 -1.0783 1.0673
Br 2.6088 0.2002 -1.4604
H -1.2625 -4.0479 0.5031
H -0.8189 -2.5237 2.4215
H -1.3719 -3.1086 -1.8614
H -0.5335 -0.1647 2.0563
H -1.0670 -0.6972 -2.1246
H -0.3687 3.8554 -2.0481
H -1.0127 3.7472 -0.2382
H 0.4216 1.7183 -2.0094
H -0.4459 1.7110 0.8974
H 1.9943 2.0653 0.4282

---

30
Properties=species:S:1:pos:R:3 method="wB97M-V/def2-TZVPD" e_tot_ev=-68549.3256 s_squared=12.017 charge=-1 fmax_ev_per_a=5.47 multiplicity=7
C 1.6224 -2.4366 2.1610
C 1.6942 -2.4815 0.7177
C 0.3387 -2.4674 0.2109
H 2.5783 -2.4945 0.1370
C -0.5616 -2.3842 1.3387
C 0.2356 -2.3735 2.5407
H -0.1302 -2.2638 3.5274
H 2.4469 -2.3700 2.8214
H 0.0582 -2.4357 -0.8090
H -1.6160 -2.3118 1.2896
Eu 0.7052 -0.3567 1.2157
Cl 1.4605 0.8498 3.0489
C 0.8390 2.5126 -3.4447
C -0.3919 1.8721 -3.7880
C -0.0811 0.6366 -4.4367
H -1.3728 2.2510 -3.5954
C 1.3420 0.5138 -4.4943
C 1.9107 1.6733 -3.8814
H 2.9541 1.8774 -3.7703
H 0.9404 3.4546 -2.9495
H -0.7887 -0.0704 -4.8143
H 1.8856 -0.3014 -4.9225
F -3.0001 1.3904 4.3407
C -1.8102 1.2253 3.7339
F -1.0297 2.3049 3.9466
F -1.2129 0.0955 4.2020
S -2.1612 1.0467 1.8148
O -2.9294 -0.1737 1.6184
O -3.0250 2.1400 1.5031
O -0.9010 1.0771 0.7375

---

25
Properties=species:S:1:pos:R:3 method="wB97M-V/def2-TZVPD" e_tot_ev=-54323.2245 s_squared=8.772 charge=-1 fmax_ev_per_a=5.42 multiplicity=6
C 0.0038 2.2311 -2.0258
C 0.1937 0.8294 -1.9205
C 1.2800 0.5920 -1.0001
H -0.2316 0.1488 -2.6495
C 1.5279 1.7718 -0.2692
C 0.6991 2.7938 -0.9310
H 0.6784 3.8400 -0.6643
H -0.4586 2.8106 -2.8440
H 1.6715 -0.4120 -0.7665
H 2.4957 1.9914 0.2410
Sm -0.8512 0.0671 0.7883
Cl -3.3242 -0.2070 0.8327
C -0.9208 -2.3897 1.4700
C 0.4413 -2.2398 1.8234
C 1.2079 -2.5112 0.6725
H 0.8130 -2.1261 2.8288
C 0.3357 -2.7930 -0.3901
C -0.9796 -2.7125 0.0925
H -1.8807 -2.9614 -0.4481
H -1.7474 -2.4079 2.1500
H 2.2833 -2.6525 0.6588
H 0.6250 -3.1593 -1.3694
S -0.4105 3.0284 2.4014
C -1.3630 3.2139 1.1342
N -2.0886 3.2543 0.1850

---

25
Properties=species:S:1:pos:R:3 method="wB97M-V/def2-TZVPD" e_tot_ev=-62099.9560 s_squared=2.082 de_lowest_kj_mol=493.4 charge=-1 fmax_ev_per_a=3.93 multiplicity=3
C -2.8458 1.6015 0.1463
C -1.4856 1.8820 -0.3180
C -0.6237 1.7795 0.8333
H -1.2044 2.2129 -1.3302
C -1.4636 1.3812 1.9613
C -2.8251 1.4502 1.5360
H -3.6584 1.2350 2.2195
H -3.7316 1.5884 -0.5347
H 0.4452 2.0058 0.8723
H -1.1169 1.2359 3.0097
V -1.3622 0.0200 0.3715
Cl -2.9086 -2.1938 -0.6251
C 3.3914 -2.2140 -1.4117
C 3.9623 -1.6877 -0.2074
C 4.3043 -0.3162 -0.4422
H 4.1284 -2.2443 0.7283
C 3.9456 0.0049 -1.7917
C 3.3813 -1.1679 -2.3909
H 3.0225 -1.2548 -3.4285
H 3.0412 -3.2468 -1.5645
H 4.7793 0.3659 0.2805
H 4.0965 0.9768 -2.2872
S -3.5747 -1.1140 1.3295
C -5.2982 -0.9928 1.4023
N -6.3993 -1.3077 1.6416

---

30
Properties=species:S:1:pos:R:3 method="wB97M-V/def2-TZVPD" e_tot_ev=-29216.8450 de_lowest_kj_mol=9.7 smiles="[H]/N=c1/ccon1-c1ncc(C(F)(F)F)c(NC2CC2)n1" fmax_ev_per_a=4.69
H -3.7293 -1.4876 1.1852
N -4.3322 -0.8778 0.6323
C -3.7839 0.1341 0.0212
C -4.5393 1.0767 -0.7585
C -3.6324 2.0463 -1.1940
O -2.3633 1.7183 -0.7241
N -2.4397 0.4818 -0.0493
C -1.3288 -0.2005 0.4652
N -1.5089 -1.2966 1.2422
C -0.4058 -1.9106 1.6856
C 0.8685 -1.4405 1.4193
C 2.0889 -2.1480 1.9163
F 2.9325 -2.3841 0.8765
F 2.6769 -1.4193 2.8809
F 1.8206 -3.3615 2.4378
C 0.9786 -0.3313 0.6295
N 2.1751 0.2306 0.2824
C 2.2890 1.3329 -0.6675
C 3.5452 1.3829 -1.5532
C 2.2163 0.8667 -2.1113
N -0.1194 0.2813 0.1802
H -5.6154 1.0157 -0.9330
H -3.9147 2.9377 -1.7693
H -0.5834 -2.8081 2.2766
H 2.9870 -0.3410 0.4657
H 1.7697 2.2678 -0.3731
H 4.2677 0.5881 -1.4168
H 3.9237 2.3828 -1.9002
H 2.1043 -0.1892 -2.3189
H 1.6525 1.4522 -2.8278

---

33
Properties=species:S:1:pos:R:3 method="wB97M-V/def2-TZVPD" e_tot_ev=-40607.7811 charge=-1 fmax_ev_per_a=5.65
C -1.0236 1.4268 -1.8133
C 0.3708 1.2295 -2.0832
C 1.1171 2.0405 -1.1812
C 0.1794 2.7357 -0.3372
C -1.1382 2.3389 -0.7145
Y -0.0353 0.3118 0.2296
N -0.9107 -1.8439 -0.0337
C -0.6173 -3.1697 -0.5286
C 0.8253 -3.1910 -0.8647
H 2.1981 2.1974 -1.1903
H 0.7850 0.6184 -2.8840
H 0.4329 3.5072 0.3955
H -2.0672 2.7202 -0.2949
H -1.8554 0.9469 -2.3375
H 1.2124 -2.6965 -1.7530
H -1.3099 -3.4464 -1.3547
H -1.8914 -1.8585 0.2636
H 1.4868 -3.4562 -0.0387
H -0.6309 -3.9269 0.3095
F 1.6059 -1.7108 3.5302
C 1.4639 -0.5090 4.1463
F 1.2915 -0.7411 5.4748
F 2.6301 0.1601 3.9862
C 0.2825 0.2829 3.5137
O 0.6038 0.4325 2.1741
C -1.0652 -0.4804 3.6831
F -1.5145 -0.5136 4.9562
F -2.0295 0.1131 2.9028
F -0.9606 -1.7618 3.2370
C 0.1802 1.7198 4.0921
F -0.0580 1.7447 5.4267
F 1.3193 2.4120 3.8506
F -0.8281 2.3973 3.4724

---

24
Properties=species:S:1:pos:R:3 method="wB97M-V/def2-TZVPD" e_tot_ev=-22639.0169 charge=+1 fmax_ev_per_a=5.23
C -3.7727 -1.7654 -0.2210
C -2.7898 -2.4023 0.5776
N -1.4419 -1.9540 0.7704
C -1.0349 -0.7888 0.5259
C 0.3550 -0.5283 0.3252
N 1.2274 -1.5924 0.4640
C 1.8904 -2.5499 0.4125
I 3.1499 -3.7599 1.3395
C 0.9568 0.7606 -0.0524
C 1.4838 0.9155 -1.2981
C 2.0099 2.2218 -1.5798
C 1.9753 3.2672 -0.6834
C 1.1459 3.0532 0.4499
C 0.7004 1.8513 0.8465
H -4.7357 -2.2195 -0.3457
H -3.5647 -0.9046 -0.8992
H -3.1698 -3.2992 1.0007
H -0.5047 -2.5677 0.7931
H -1.8061 -0.0479 0.3514
H 1.6554 0.1026 -1.9811
H 2.7195 2.3349 -2.5719
H 2.4081 4.2166 -0.9813
H 1.0523 3.9292 1.0634
H 0.0903 1.7269 1.6937